# 1
Molecular formula: C4H12O4
Method: DFT, ωB97M-V/def2-TZVPD

Geometry as XYZ:
```
20
Properties=species:S:1:pos:R:3:forces:R:3:mulliken_charge:R:1
O -2.20117 0.13299 -0.68379 -0.29 0.12 -0.63 -0.64
O 2.39323 0.10364 -1.36036 0.61 1.25 0.77 -0.58
O 0.11165 -0.55906 -2.71436 -0.73 0.24 0.58 -0.67
O -1.61673 -0.96296 1.61175 0.01 -0.15 -1.64 -0.60
C 0.16811 0.82234 1.45268 1.22 -0.78 0.08 -0.75
C -1.03290 0.16579 2.20653 -0.16 0.30 -1.09 -0.55
C 0.79236 -0.10160 0.39504 -0.16 -0.36 0.06 0.23
C 2.07800 0.45467 -0.23835 -2.15 -2.35 0.06 0.14
H 0.88902 0.99524 2.27383 0.06 0.20 -0.55 0.38
H -1.86355 -0.69931 0.67032 0.13 -0.38 1.62 0.40
H -1.82688 0.93252 2.24899 0.40 -0.07 1.08 0.25
H 0.01956 -0.37521 -0.36806 1.08 0.22 0.66 -0.12
H 0.26708 -0.82988 -3.62012 0.47 0.14 0.10 0.29
H 1.10118 -1.04882 0.89190 -0.06 0.34 -0.39 0.22
H 0.08102 1.76612 0.91545 -0.98 0.32 0.44 0.31
H -1.78291 -0.26225 -1.46644 0.06 0.35 -0.08 0.29
H 0.92050 -0.23956 -2.25452 -0.03 -0.53 -0.86 0.39
H -2.20682 1.09193 -0.79393 0.08 -0.26 -0.16 0.30
H 2.64928 0.99554 0.51233 1.00 0.62 -0.38 0.34
H -0.60359 -0.25468 3.12109 -0.57 0.77 0.33 0.39
```
Forces are in eV/Å.

Properties
LUMO energy   0.550 eV
Orbital gap   10.2 eV
Energy above the lowest of the compared OMol25 structures with the same formula, charge and spin   1.511 eV
Structure (SMILES)   O=CCCCO.O.O

=====

# 2
Molecular formula: C52H82NO22
Method: DFT, ωB97M-V/def2-TZVPD

Geometry as XYZ:
```
157
Properties=species:S:1:pos:R:3:forces:R:3:mulliken_charge:R:1
O -3.71955 -7.36346 -2.12711 0.61 0.07 -0.17 -0.29
O -2.27509 3.85737 5.78705 0.26 -0.22 -0.05 -0.50
O 1.46089 7.33822 -1.21508 -0.17 -0.04 -0.64 -0.30
O 1.64156 0.65480 1.58944 -1.08 0.34 0.71 -0.50
O -0.39309 2.78132 6.43422 -0.47 0.27 -0.06 -0.05
O -7.83846 -8.86092 0.07738 0.22 0.01 0.20 -0.53
O 1.26152 6.21639 -3.16684 -0.03 0.30 0.12 -0.47
O 3.24277 7.81782 -10.00288 -0.13 0.00 0.34 -0.55
O -1.15415 -9.07939 1.69122 0.81 -0.70 -0.64 -0.26
O -1.48887 -7.28160 -1.81895 -0.18 0.25 -0.40 -0.56
O -7.20957 -8.87594 2.24854 0.03 -0.12 -0.38 -0.33
O -2.34968 -7.59079 -3.88859 0.01 0.02 0.49 -0.32
O 4.00163 3.29626 3.37405 -0.53 -0.45 0.23 -0.50
O 2.54569 6.54051 -8.27581 0.09 0.62 -0.27 -0.33
O 2.00613 8.71716 -8.33995 0.18 -0.30 -0.24 -0.33
O 0.33754 8.26292 -2.92250 0.20 -0.42 0.10 -0.31
O 0.93641 2.91054 1.25397 0.36 -1.41 0.73 -0.35
O 8.89278 11.21607 -13.16376 -0.20 -0.10 0.18 -0.53
O 7.34967 11.31919 -11.51632 0.12 -0.12 -0.31 -0.33
O 7.25804 9.66244 -13.02910 0.30 0.50 0.32 -0.35
O -5.93952 -9.90713 0.71120 -0.48 0.39 0.15 -0.33
O -1.63722 3.87195 7.95043 0.07 -0.21 -0.58 -0.34
N -0.88472 1.00938 3.09210 1.21 -1.01 0.54 0.54
C 2.65677 7.70303 -8.97178 0.18 -0.07 -0.31 0.54
C -2.42762 -7.39784 -2.54398 0.23 0.03 0.17 0.65
C -1.29400 -0.07834 0.80522 0.37 -0.98 0.61 -0.51
C -0.71358 3.05598 8.67444 0.03 0.19 0.50 -0.57
C -5.18751 -9.88543 1.93003 0.65 -0.66 0.29 0.57
C 2.17414 -8.06655 3.19687 -0.38 0.25 -0.06 -0.76
C 2.59939 -6.82161 4.10895 -0.01 -1.24 -0.92 -0.65
C 0.86820 8.81919 0.61598 0.18 -0.38 0.19 -1.46
C -4.99851 -1.05925 2.57808 0.91 2.26 0.80 -0.63
C 3.56783 2.17957 3.22839 0.12 0.51 -0.22 -0.34
C -1.22372 -9.31154 0.26281 -0.05 -0.53 0.69 -0.50
C 0.59643 -8.23087 3.12424 1.22 -0.51 0.13 -0.33
C 2.18702 -2.13564 3.20282 0.26 -0.57 1.26 -0.01
C 1.11646 1.51981 7.86111 -0.03 -0.18 -0.44 -1.30
C 5.06976 8.71473 -12.57502 0.03 -0.17 -0.36 -1.19
C -4.40806 -0.07930 1.68833 -0.12 0.26 1.32 -0.34
C 1.33770 3.98750 -0.90325 0.17 -1.11 0.91 -0.93
C 6.07629 10.68954 -11.37321 -0.11 0.13 0.47 -0.47
C -7.07083 -9.18137 0.92950 -0.23 0.05 -0.38 0.63
C -3.91120 1.23599 2.12929 -0.92 -1.52 0.68 0.60
C 1.97084 6.86833 -7.00550 -0.56 -0.64 0.55 0.60
C -4.63773 0.60403 4.42267 0.21 -0.33 -0.42 -0.43
C -6.27024 -9.68782 2.95491 0.01 0.19 0.44 -0.47
C -4.04849 1.60397 3.53883 -0.41 -2.27 -1.55 -0.38
C -4.53707 -7.31617 -3.30008 -0.99 -0.38 -0.15 0.54
C -5.09276 -0.70512 3.99370 0.71 0.92 -1.95 -0.49
C -1.51019 3.53847 6.64374 -0.37 0.25 0.00 0.46
C -3.65587 -7.98611 -4.31681 0.04 0.04 -0.49 -0.54
C 0.63112 1.52518 1.10564 -0.25 0.73 -1.22 -0.45
C -3.26487 2.13938 1.04575 -0.31 -0.18 0.03 -1.17
C 0.15594 -9.42266 2.18815 0.04 0.93 0.95 -0.72
C 0.36278 2.81331 7.65318 0.70 -0.65 0.40 0.47
C 2.00743 3.31014 0.36755 -0.03 1.06 -1.28 -0.26
C 0.23513 0.13270 3.63458 0.23 -0.44 0.29 -1.59
C 1.63372 0.46019 3.00593 1.38 0.25 2.06 1.96
C 1.04300 7.18053 -2.49952 0.09 -0.25 -0.16 0.65
C 1.11353 5.73835 -6.48812 0.04 -0.38 -0.22 -1.36
C 1.19546 8.11386 -7.33115 -0.14 0.40 0.30 -0.42
C 2.18024 1.73384 3.81840 0.31 0.14 -1.23 -0.33
C -5.84951 -8.02489 -3.06961 -0.09 0.01 0.46 -1.44
C 3.27921 -3.22348 2.79856 -0.66 0.10 1.30 -0.68
C -0.84494 1.17900 1.61033 1.05 1.40 -3.87 1.02
C 7.92986 10.77450 -12.62232 0.38 0.10 -0.31 0.61
C 6.31528 9.34390 -11.99858 -0.88 -0.48 -0.22 0.52
C 2.72999 -0.66804 3.28929 -0.51 -0.18 -1.17 -1.67
C 1.19507 8.69974 -0.85444 -0.17 0.37 0.91 0.47
C 3.45296 -5.82538 3.23749 -0.65 0.83 1.33 -0.71
C 0.04256 9.03732 -1.75861 -0.17 0.49 -0.16 -0.54
C -0.66185 -1.36304 0.89509 -0.24 0.92 0.25 -1.16
C -1.73255 2.42724 1.25356 -0.94 0.79 0.12 -0.85
C 3.39915 -4.36717 3.90608 0.32 -0.65 -0.87 -0.65
C -4.40671 -11.16631 2.11023 0.03 -0.20 -0.41 -1.48
H -0.34473 3.57375 9.55868 -0.17 0.13 -0.11 0.34
H 2.78833 7.07361 -6.30718 -0.02 0.09 -0.05 0.21
H 0.89557 -9.59630 1.36561 -0.63 0.36 0.47 0.44
H -4.71148 -6.26458 -3.54954 0.12 -0.02 -0.04 0.24
H -3.39757 1.65206 0.04387 0.00 0.36 0.93 0.44
H 2.10343 4.52431 -1.51268 -0.90 -0.43 0.41 0.45
H 2.97424 -5.79390 2.22041 0.65 0.03 0.87 0.37
H -6.45388 -8.04501 -3.97784 0.07 0.07 0.00 0.41
H 0.58702 1.35950 -0.01028 0.11 -0.24 1.10 0.67
H -3.67542 -11.28197 1.30821 0.06 0.09 0.13 0.29
H 0.60726 9.84560 0.87745 0.05 -0.02 -0.07 0.39
H -1.15828 -2.12321 1.55223 -0.59 -0.37 -2.44 0.31
H 4.52124 -6.14164 3.17706 -0.92 -0.01 -0.25 0.23
H 2.08282 9.29264 -1.09453 -0.06 -0.03 -0.10 0.25
H 3.49564 -0.54940 2.47172 -0.79 0.05 0.75 0.56
H 4.32535 -4.22021 4.52989 -0.98 -0.03 -0.52 0.31
H 1.27780 -2.26101 2.56189 0.88 0.44 0.30 -0.14
H 2.94081 -3.71240 1.85502 0.69 0.59 0.51 0.29
H -6.41588 -7.52456 -2.28220 -0.05 -0.02 -0.11 0.33
H 1.72009 4.84620 -6.32218 0.00 0.09 0.12 0.34
H 0.13659 -10.36122 2.80788 -0.21 0.65 -0.65 0.24
H 1.85668 -2.41774 4.24681 0.10 0.31 -1.03 0.29
H 2.64114 -9.01447 3.56587 -0.41 0.73 -0.26 0.34
H 0.03728 8.16321 0.88580 -0.05 0.09 -0.12 0.33
H 3.14755 -7.22518 4.99545 -0.28 0.61 -0.63 0.28
H 5.79045 10.62052 -10.32413 0.18 0.10 -0.02 0.28
H -2.12697 -0.03097 0.05673 -0.51 -0.02 2.32 0.42
H -5.34039 -2.03338 2.16270 0.27 0.91 0.55 0.39
H 4.32927 8.52803 -11.79653 0.15 0.01 -0.04 0.28
H 2.62096 2.43772 0.03067 -0.45 0.58 0.50 0.30
H 0.85721 3.14976 -1.48320 0.53 0.93 0.18 0.14
H -1.75167 0.55496 3.43584 -0.08 0.82 -0.43 0.22
H 2.57214 -7.89613 2.15658 -0.39 -0.24 0.93 0.40
H -0.88043 -10.36540 0.08698 -0.26 0.83 -0.24 0.33
H 0.28496 -1.62849 0.36906 0.33 0.75 2.08 0.28
H 3.26871 -0.44334 4.24977 -0.68 -0.48 -0.78 0.32
H -0.92579 8.71357 -1.36610 0.10 -0.01 0.13 0.31
H 0.43824 0.66341 7.83231 -0.06 0.09 0.13 0.34
H 1.49877 2.62140 3.71734 0.68 -0.70 0.20 0.32
H -3.88190 -11.17419 3.06656 0.00 0.09 -0.05 0.36
H 5.33340 11.28936 -11.90713 -0.03 -0.17 -0.07 0.31
H -0.74863 1.94060 3.51255 -0.55 -0.21 -0.09 0.56
H 0.20881 7.91103 -7.75781 0.05 -0.15 0.06 0.33
H 2.51628 -4.39245 4.59424 0.69 0.38 -0.60 0.41
H -4.73017 0.82640 5.51350 0.08 -0.05 -1.10 0.38
H 0.13949 -7.26435 2.77876 0.31 -0.98 0.25 0.25
H -1.65027 3.20705 2.06616 0.18 -0.81 -0.69 0.36
H -5.91307 -9.18188 3.85127 -0.16 0.13 -0.10 0.32
H 1.08263 8.77541 -6.47280 0.11 0.10 -0.16 0.23
H -5.68504 -9.05053 -2.73246 0.06 0.04 -0.09 0.33
H 1.84463 1.37033 7.06082 0.08 0.08 0.16 0.16
H 0.62938 6.01152 -5.55044 0.13 0.03 -0.01 0.30
H -0.58353 -8.57060 -0.27322 -0.66 -0.75 0.32 0.41
H -4.50631 -9.02923 1.89265 -0.08 0.02 0.04 0.23
H 1.72153 8.50908 1.22175 0.00 0.14 -0.04 0.36
H 0.28347 0.37503 4.73238 -0.06 -0.42 -1.04 0.38
H 4.20709 1.48799 2.60092 -0.88 0.02 0.61 0.35
H 1.65180 -6.35497 4.48972 0.90 -0.13 -0.39 0.44
H -3.71137 -9.07797 -4.28578 -0.14 0.05 0.09 0.32
H -2.30138 -9.23395 -0.01687 0.93 0.15 0.04 -0.05
H -3.67247 2.59755 3.86793 -0.50 -0.90 0.07 0.52
H -1.38153 2.95517 0.32413 -0.02 -0.79 0.92 0.05
H 1.64228 1.52138 8.81645 -0.01 0.06 -0.05 0.42
H 4.26275 -2.70113 2.72625 -0.71 -0.58 -0.45 0.36
H -3.83053 3.11116 0.97056 0.72 -0.83 0.19 0.48
H 2.32585 1.49108 4.90524 -0.22 0.10 -1.04 0.07
H 0.27187 -8.46025 4.17268 -0.06 0.41 -0.88 0.21
H 6.79897 8.65462 -11.29918 0.03 0.11 0.04 0.24
H 4.62544 9.35637 -13.33986 0.08 0.10 0.10 0.35
H 2.67595 4.02743 0.90804 -0.70 -0.67 -0.32 0.34
H -5.06644 -12.03571 2.06105 -0.07 0.11 0.09 0.42
H -6.76825 -10.61784 3.24421 0.14 -0.05 -0.08 0.31
H 5.31225 7.76872 -13.06312 -0.01 0.00 0.12 0.34
H -0.00770 10.09882 -1.99762 0.03 -0.12 -0.20 0.33
H 1.06105 3.65360 7.59602 -0.12 0.04 0.01 0.26
H 0.34626 5.46337 -7.21603 0.03 0.16 -0.03 0.38
H -4.32481 -0.35118 0.60853 -0.08 0.38 1.03 0.30
H -5.51196 -1.45824 4.69424 0.37 0.91 -0.41 0.39
H -0.12110 -0.91456 3.50347 0.54 0.77 -0.02 0.48
H -3.85425 -7.64880 -5.33343 0.23 0.05 0.05 0.32
H 0.50309 4.64304 -0.55504 0.91 -0.19 -0.35 0.14
H -1.23079 2.14350 8.98483 0.13 -0.05 -0.08 0.32
```
Forces are in eV/Å.

Properties
LUMO energy   -4.009 eV
Charge   +1
Orbital gap   6.7 eV

=====

# 3
Molecular formula: H3InO
Method: DFT, ωB97M-V/def2-TZVPD

Geometry as XYZ:
```
5
Properties=species:S:1:pos:R:3:forces:R:3:mulliken_charge:R:1
In 0.81304 0.99663 -0.24433 3.28 1.68 -0.54 1.27
O -0.72372 -0.04145 0.16676 -2.85 -2.43 0.50 -0.45
H -0.59109 -1.02358 0.28719 -0.30 0.53 0.11 0.48
H -1.61325 0.09637 -0.17870 -1.04 -0.08 0.05 0.46
H 2.11503 -0.02797 -0.03091 0.91 0.30 -0.12 0.24
```
Forces are in eV/Å.

Properties
LUMO energy   -14.343 eV
Charge   +2
Orbital gap   10.4 eV

=====

Please write out number 1 again, unchanged.
Molecular formula: C4H12O4
Method: DFT, ωB97M-V/def2-TZVPD

Geometry as XYZ:
```
20
Properties=species:S:1:pos:R:3:forces:R:3:mulliken_charge:R:1
O -2.20117 0.13299 -0.68379 -0.29 0.12 -0.63 -0.64
O 2.39323 0.10364 -1.36036 0.61 1.25 0.77 -0.58
O 0.11165 -0.55906 -2.71436 -0.73 0.24 0.58 -0.67
O -1.61673 -0.96296 1.61175 0.01 -0.15 -1.64 -0.60
C 0.16811 0.82234 1.45268 1.22 -0.78 0.08 -0.75
C -1.03290 0.16579 2.20653 -0.16 0.30 -1.09 -0.55
C 0.79236 -0.10160 0.39504 -0.16 -0.36 0.06 0.23
C 2.07800 0.45467 -0.23835 -2.15 -2.35 0.06 0.14
H 0.88902 0.99524 2.27383 0.06 0.20 -0.55 0.38
H -1.86355 -0.69931 0.67032 0.13 -0.38 1.62 0.40
H -1.82688 0.93252 2.24899 0.40 -0.07 1.08 0.25
H 0.01956 -0.37521 -0.36806 1.08 0.22 0.66 -0.12
H 0.26708 -0.82988 -3.62012 0.47 0.14 0.10 0.29
H 1.10118 -1.04882 0.89190 -0.06 0.34 -0.39 0.22
H 0.08102 1.76612 0.91545 -0.98 0.32 0.44 0.31
H -1.78291 -0.26225 -1.46644 0.06 0.35 -0.08 0.29
H 0.92050 -0.23956 -2.25452 -0.03 -0.53 -0.86 0.39
H -2.20682 1.09193 -0.79393 0.08 -0.26 -0.16 0.30
H 2.64928 0.99554 0.51233 1.00 0.62 -0.38 0.34
H -0.60359 -0.25468 3.12109 -0.57 0.77 0.33 0.39
```
Forces are in eV/Å.

Properties
LUMO energy   0.550 eV
Orbital gap   10.2 eV
Energy above the lowest of the compared OMol25 structures with the same formula, charge and spin   1.511 eV
Structure (SMILES)   O=CCCCO.O.O

=====

The lowest LUMO energy belongs to which entry?
H3InO

=====

Number 3 is which compound?
H3InO